Entry 1:
{
  "formula": "C5H5NO",
  "method": "ωB97M-V/def2-TZVPD",
  "smiles": "O=Cn1cccc1",
  "homo_lumo_gap_ev": 9.82,
  "symbols": ["C", "C", "C", "C", "C", "H", "H", "H", "H", "H", "N", "O"],
  "coordinates": [[1.81351, 0.45306, -0.12431], [0.10000, -1.17597, 0.04892], [-1.20029, -1.03696, -0.06829], [-1.67593, 0.34557, -0.11251], [-0.52651, 1.13610, 0.07280], [2.19203, 1.58331, -0.05621], [0.89922, -1.99952, 0.53236], [-1.92273, -1.90247, -0.31898], [-2.67631, 0.70222, -0.08806], [-0.18553, 2.14303, 0.08188], [0.51927, 0.18900, 0.12350], [2.66329, -0.43738, -0.09110]],
  "nbo_charge": [0.5485, -0.0649, -0.2642, -0.2729, -0.0366, 0.1319, 0.2848, 0.2268, 0.2295, 0.2247, -0.4298, -0.5779]
}



Entry 2:
{
  "formula": "C5H5NO",
  "method": "ωB97M-V/def2-TZVPD",
  "smiles": "O=C1[C@@H]2C=C[C@H]1N2",
  "homo_lumo_gap_ev": 10.25,
  "symbols": ["C", "C", "C", "C", "C", "H", "H", "H", "H", "H", "N", "O"],
  "coordinates": [[1.21724, -0.11474, -0.18147], [0.29236, 0.18165, 1.03322], [-0.14765, 0.42332, -0.95992], [-0.94350, -0.78084, -0.70477], [-0.67326, -0.99165, 0.64385], [0.65365, 0.59507, 2.00447], [0.28162, 2.12498, 0.12214], [-0.46014, 0.97725, -1.83581], [-1.25589, -1.45856, -1.42163], [-0.91081, -1.74131, 1.43587], [-0.35984, 1.26484, 0.16133], [2.30622, -0.48001, -0.29728]],
  "nbo_charge": [0.6070, -0.2316, -0.2239, -0.1918, -0.1787, 0.2414, 0.3553, 0.2282, 0.2257, 0.2354, -0.5670, -0.4999]
}



Entry 3:
{
  "formula": "C5H5NO",
  "method": "ωB97M-V/def2-TZVPD",
  "homo_lumo_gap_ev": 8.86,
  "symbols": ["C", "C", "C", "C", "C", "N", "O", "H", "H", "H", "H", "H"],
  "coordinates": [[0.30446, -0.28300, -1.42789], [-1.46158, 1.76741, 0.75305], [0.55924, -0.70540, -0.02060], [-0.28248, 0.43355, -0.25354], [1.06286, -1.58896, 0.81532], [-1.61291, 0.72160, 0.04747], [-1.91608, 2.71346, 1.30005], [1.11552, 0.20039, -1.96258], [-0.36893, -0.85427, -2.05896], [0.09788, 1.55487, 0.46041], [0.94950, -1.47307, 1.88449], [1.55251, -2.48659, 0.46276]],
  "nbo_charge": [-0.4656, 0.7930, -0.0365, 0.0730, -0.3429, -0.5615, -0.4523, 0.2397, 0.2424, 0.0956, 0.2077, 0.2073]
}



Entry 4:
{
  "formula": "C5H5NO",
  "method": "ωB97M-V/def2-TZVPD",
  "smiles": "N#C/C=C/[C@H]1CO1",
  "homo_lumo_gap_ev": 10.30,
  "symbols": ["O", "C", "C", "C", "C", "C", "N", "H", "H", "H", "H", "H"],
  "coordinates": [[-2.28239, -0.11435, -0.28428], [-1.07954, -0.32398, 0.43041], [-1.45690, 1.01350, 0.00161], [1.14668, -0.19334, -0.52250], [0.18443, -0.97438, -0.02408], [2.54852, -0.40919, -0.34346], [3.66647, -0.41832, -0.04029], [-1.01452, 1.46315, -0.88621], [-1.75397, 1.72292, 0.77078], [0.89265, 0.78141, -0.92504], [-1.25100, -0.57147, 1.48039], [0.39957, -1.97594, 0.34267]],
  "nbo_charge": [-0.4629, 0.0113, -0.1118, -0.2903, -0.1219, 0.2438, -0.2889, 0.1804, 0.1880, 0.2346, 0.1957, 0.2221]
}



E, respectively: -8801.664 -8799.926 -8798.454 -8800.728 eV.
Relative energy (zero: lowest compared OMol25 entry of this formula, charge and spin), respectively: 1.7553 3.4932 4.9651 2.6913 eV.
LUMO energy, respectively: 0.021 0.036 -0.025 -0.003 Eh.